Entry 1:
156
Properties=species:S:1:pos:R:3:mulliken_charge:R:1 method="wB97M-V/def2-TZVPD" e_lumo_ev=2.355 orbital_gap_ev=6.497 e_above_lowest_ev=0.0000 charge=-1 energy_ha=-6121.72550 homo_ev=-4.14 mol_weight_g_mol=1228.0
Sr 0.29 1.07 0.44 0.5201
N 1.32 3.41 4.72 -0.2378
C 1.28 2.85 3.46 0.0262
S -0.28 2.94 2.68 -0.6279
N 2.40 2.35 3.05 -1.2317
N 2.42 1.93 1.72 1.1417
C 3.58 1.54 1.36 -0.7793
C 4.05 1.29 0.00 0.6880
C 5.42 1.08 -0.14 -0.5561
C 6.04 1.00 -1.38 -1.1881
C 5.25 1.20 -2.51 -0.6432
C 3.90 1.41 -2.41 -0.6981
C 3.21 1.40 -1.16 -0.1099
O 1.94 1.50 -1.09 0.2672
H 0.58 4.06 4.92 0.2424
H 2.24 3.65 5.05 0.2445
H 4.36 1.50 2.13 0.1357
H 6.02 1.00 0.76 0.4337
H 7.11 0.84 -1.45 0.3706
H 5.72 1.19 -3.50 0.4219
H 3.29 1.57 -3.30 0.4432
C -2.90 5.89 -4.78 -1.4701
C -3.98 5.37 -3.88 0.7788
C -5.29 5.84 -3.97 -0.6636
C -6.29 5.36 -3.15 -0.7149
C -5.99 4.40 -2.20 -0.9343
C -4.69 3.92 -2.07 -0.2626
C -3.69 4.38 -2.92 0.0444
N -2.36 3.93 -2.85 0.1377
C -1.92 2.83 -2.08 -0.9938
N -2.64 1.71 -2.35 0.1467
C -2.85 0.49 -1.63 -1.4324
C -2.01 0.13 -0.57 0.6953
C -2.40 -1.07 0.04 0.5062
C -3.49 -1.85 -0.34 0.0729
C -4.25 -1.44 -1.42 -1.5468
C -3.94 -0.27 -2.09 1.8936
C -4.78 0.15 -3.28 -1.7791
N -0.91 2.92 -1.29 1.5749
C -0.25 4.17 -1.24 -1.1197
C -0.48 5.04 -0.17 -0.4551
C 0.19 6.25 -0.09 -1.0356
C 1.10 6.60 -1.07 -0.7211
C 1.34 5.74 -2.13 -1.0222
C 0.67 4.52 -2.23 1.9562
C 0.95 3.57 -3.37 -0.9400
H -3.31 6.57 -5.52 0.4077
H -2.39 5.07 -5.29 0.3142
H -2.13 6.44 -4.22 0.2815
H -5.51 6.60 -4.71 0.3405
H -7.30 5.74 -3.24 0.3767
H -6.75 4.02 -1.53 0.4257
H -4.46 3.19 -1.31 0.7631
H -1.66 4.65 -2.93 0.4845
H -3.30 1.87 -3.10 0.1693
H -1.80 -1.45 0.88 -0.7213
H -3.74 -2.76 0.20 0.5305
H -5.10 -2.03 -1.76 0.2181
H -5.55 -0.60 -3.49 0.4094
H -4.18 0.26 -4.19 0.3429
H -5.29 1.11 -3.12 0.2687
H -1.17 4.73 0.61 0.4913
H 0.01 6.90 0.76 0.4157
H 1.64 7.54 -1.01 0.3931
H 2.06 6.00 -2.89 0.4464
H 1.86 3.86 -3.89 0.4878
H 0.13 3.57 -4.10 0.2766
H 1.06 2.56 -2.99 -0.2812
O 1.34 -1.42 -0.40 0.5833
P 2.12 -2.55 -1.00 0.5213
C 3.27 -3.28 0.22 -0.6186
C 2.52 -3.54 1.55 -0.3560
C 2.74 -2.41 2.55 0.7764
C 4.22 -2.28 2.95 -0.9911
C 5.14 -2.66 1.78 -1.3965
C 4.47 -2.35 0.45 -0.3352
C 3.14 -1.96 -2.38 3.0348
C 4.22 -2.91 -2.95 -1.5239
C 3.76 -3.80 -4.10 -0.8666
C 3.09 -2.98 -5.20 -1.0792
C 1.89 -2.23 -4.64 -0.3794
C 2.31 -1.30 -3.50 -0.5234
C 1.03 -3.87 -1.67 1.2382
C 0.83 -5.16 -0.83 -1.3339
C -0.55 -5.19 -0.19 0.4847
C -1.63 -5.27 -1.27 -1.2738
C -1.32 -4.32 -2.45 -1.2659
C -0.32 -3.24 -2.05 -0.4703
H 3.63 -4.24 -0.19 0.8975
H 2.87 -4.49 1.98 0.3975
H 1.45 -3.66 1.38 -0.5952
H 2.12 -2.57 3.43 0.8823
H 2.38 -1.48 2.10 -1.2077
H 4.43 -2.92 3.81 0.4407
H 4.42 -1.26 3.26 0.2423
H 5.38 -3.73 1.82 0.3313
H 6.09 -2.13 1.86 0.5065
H 5.19 -2.43 -0.36 0.7799
H 4.13 -1.31 0.46 -0.5138
H 3.66 -1.14 -1.88 -2.2027
H 4.66 -3.52 -2.16 0.4193
H 5.03 -2.27 -3.32 0.6430
H 3.07 -4.56 -3.75 0.2053
H 4.63 -4.34 -4.50 0.4774
H 2.79 -3.63 -6.03 0.4603
H 3.81 -2.26 -5.60 0.3913
H 1.13 -2.95 -4.32 -0.0194
H 1.42 -1.63 -5.43 0.5291
H 1.45 -0.79 -3.06 -0.2116
H 2.93 -0.51 -3.93 0.6542
H 1.52 -4.18 -2.60 -0.0754
H 1.61 -5.27 -0.07 0.3777
H 0.92 -6.02 -1.49 0.6279
H -0.70 -4.30 0.42 -0.6323
H -0.64 -6.05 0.49 0.5952
H -2.60 -5.01 -0.83 0.3992
H -1.71 -6.30 -1.63 0.4435
H -2.24 -3.85 -2.81 0.4230
H -0.91 -4.90 -3.29 0.4370
H -0.71 -2.66 -1.21 -0.9705
H -0.19 -2.52 -2.85 0.8877
O 0.10 -0.25 2.30 1.5211
As -1.09 -0.11 3.45 0.8736
C -2.91 0.49 3.14 0.7866
C -3.32 1.81 3.33 -0.4729
C -4.65 2.15 3.16 -1.0577
C -5.58 1.19 2.78 -0.7156
C -5.17 -0.12 2.58 -0.7436
C -3.84 -0.47 2.77 -0.4931
C -1.41 -1.97 3.92 -0.6754
C -0.85 -2.96 3.13 0.9319
C -0.99 -4.30 3.48 -0.6877
C -1.69 -4.65 4.63 -0.7805
C -2.26 -3.66 5.42 -0.8207
C -2.12 -2.32 5.07 -0.0860
C -0.45 0.51 5.15 0.6550
C 0.85 0.14 5.47 -0.5902
C 1.36 0.45 6.72 -0.8483
C 0.58 1.12 7.64 -0.4621
C -0.72 1.50 7.32 -0.8030
C -1.24 1.19 6.07 -0.5880
H -2.59 2.56 3.60 0.5109
H -4.96 3.18 3.30 0.4458
H -6.62 1.47 2.63 0.3925
H -5.88 -0.87 2.26 0.4133
H -3.54 -1.49 2.59 0.2337
H -0.30 -2.66 2.25 -0.2462
H -0.54 -5.07 2.86 0.3958
H -1.79 -5.69 4.90 0.3787
H -2.80 -3.92 6.32 0.4160
H -2.55 -1.55 5.70 0.4472
H 1.46 -0.37 4.73 0.4251
H 2.38 0.17 6.96 0.4156
H 0.99 1.37 8.62 0.3743
H -1.33 2.03 8.04 0.3818
H -2.25 1.48 5.82 0.4068

Entry 2:
7
Properties=species:S:1:pos:R:3:nbo_charge:R:1 method="wB97M-V/def2-TZVPD" e_lumo_ev=-0.614 orbital_gap_ev=8.665 e_above_lowest_ev=0.0000 energy_ha=-1062.09347 homo_ev=-9.28 mol_weight_g_mol=430.8
C 0.92 -0.25 0.15 0.2196
C -0.54 -0.50 0.10 -0.4021
C -1.53 0.49 0.06 -0.3959
N 2.08 -0.38 0.05 -0.2621
I -0.80 -2.53 -0.01 0.2873
I -3.55 -0.10 0.01 0.2595
I -1.14 2.53 -0.02 0.2936

Entry 3:
22
Properties=species:S:1:pos:R:3:nbo_charge:R:1 method="wB97M-V/def2-TZVPD" e_lumo_ev=0.417 orbital_gap_ev=9.191 e_above_lowest_ev=0.0000 energy_ha=-1100.96526 homo_ev=-8.77 mol_weight_g_mol=225.2
C -3.09 -0.42 -0.24 -0.2324
C -3.03 0.94 0.05 -0.1752
C -1.92 -1.14 -0.36 -0.1501
C -1.80 1.55 0.20 -0.2627
C -0.67 -0.54 -0.23 -0.1837
C -0.61 0.83 0.06 0.2537
C 1.99 -0.27 -0.57 -0.5579
C 1.77 0.94 -0.02 0.4612
C 0.50 -1.48 -0.40 0.2231
N 0.58 1.53 0.22 -0.5969
O 2.96 1.50 0.28 -0.6474
O 4.70 0.03 -1.04 -0.8641
O 3.98 -0.67 1.20 -0.8921
O 0.76 -2.33 0.63 -0.6782
S 3.68 -0.07 -0.06 2.3123
H -4.04 -0.91 -0.37 0.2209
H -3.94 1.52 0.15 0.2217
H -1.96 -2.20 -0.58 0.2204
H -1.75 2.60 0.43 0.2116
H 0.49 -2.05 -1.33 0.2104
H 0.55 2.49 0.51 0.4211
H 0.85 -1.84 1.46 0.4844

Entry 4:
17
Properties=species:S:1:pos:R:3:nbo_charge:R:1 method="wB97M-V/def2-TZVPD" e_lumo_ev=0.755 orbital_gap_ev=9.809 e_above_lowest_ev=3.2786 smiles=O[C@@H]1C[C@H](O)[C@@H]2N[C@@H]21 energy_ha=-401.05627 homo_ev=-9.05 mol_weight_g_mol=115.1
C -1.25 -0.09 0.24 0.0747
C -0.12 -1.06 0.71 -0.4556
C 1.19 -0.55 0.19 0.0627
C 1.06 1.02 0.20 -0.1448
C -0.37 1.25 0.27 -0.1070
H -2.86 -0.32 -0.65 0.4805
H -2.02 0.17 0.98 0.1698
H -0.28 -1.27 1.80 0.2352
H -0.33 -2.10 0.18 0.2341
H 2.00 -0.87 0.83 0.1734
H 2.13 -0.67 -1.45 0.4775
H 1.87 1.81 0.50 0.2227
H 0.07 0.55 -1.50 0.3736
H -0.77 2.11 0.78 0.1899
N 0.26 1.43 -0.99 -0.5760
O -1.89 -0.42 -1.00 -0.7083
O 1.29 -1.00 -1.08 -0.7025

Entry 5:
22
Properties=species:S:1:pos:R:3:nbo_charge:R:1 method="wB97M-V/def2-TZVPD" e_lumo_ev=0.233 orbital_gap_ev=11.549 e_above_lowest_ev=1.4438 smiles=N.O.O.O.O.O.O energy_ha=-515.16642 homo_ev=-11.32 mol_weight_g_mol=125.1
N 0.73 -0.79 1.69 -1.0714
H -0.12 -0.50 1.19 0.3691
H 0.35 -1.71 1.94 0.3570
H 1.21 -1.21 0.89 0.3491
H 3.85 0.16 -2.81 0.4688
H 2.91 0.30 -1.65 0.4855
O 2.91 0.26 -2.63 -0.9689
H -3.86 -1.09 -2.39 0.4679
H -3.29 0.10 -1.69 0.4672
O -4.01 -0.15 -2.28 -0.9349
H 2.69 0.26 2.82 0.4786
H 2.77 1.07 4.11 0.4741
O 3.15 1.01 3.22 -0.9556
H 3.01 2.02 0.36 0.4970
H 2.90 0.53 0.68 0.4802
O 3.13 1.14 -0.03 -0.9617
H -6.24 1.32 0.37 0.4729
H -6.59 -0.18 0.54 0.4724
O -6.53 0.66 1.00 -0.9454
H -0.25 -0.96 -2.27 0.4752
H 1.06 -0.91 -1.54 0.4805
O 0.20 -1.33 -1.51 -0.9575